[1]
Entry from the OMol25 dataset: a cluster of 2 separate species, C6H11O2 in total at a distorted geometry (wB97M-V/def2-TZVPD).

Results
Charge: 0
Electronic energy (Ha): -385.56675
Maximum force (eV/Å): 4.6
Energy relative to the best compared isomer or geometry (same formula, charge and spin) (kcal/mol): 41.1
HOMO energy (spin up / spin down) (Ha): -0.321 / -0.313
Orbital gap (spin up / spin down) (eV): 9.570 / 5.080
Multiplicity: 2
Molecular weight (u): 115.15

Geometry (Å):
O: -0.2133 -0.9500 -1.4387
C: -0.4433 0.2774 -1.7177
O: -0.1561 1.2240 -0.9264
C: -0.9936 0.6887 -3.0767
H: -0.2267 1.1506 -3.6510
H: -1.4153 -0.1322 -3.5893
H: -1.8155 1.5215 -2.9156
C: -0.1024 -0.0568 1.7405
C: 1.1061 -0.6770 1.5592
C: 1.2141 -2.0662 0.9758
C: -0.3273 1.3959 1.7565
H: -0.9921 -0.6623 1.8205
H: 2.0474 -0.0877 1.5976
H: 1.2591 -2.0390 -0.1160
H: 2.0382 -2.5846 1.4322
H: 0.3139 -2.6024 1.3150
H: 0.5882 2.0516 1.8960
H: -1.0396 1.7501 2.5418
H: -0.8418 1.7983 0.7963

Atom charges from the Mulliken analysis, given in e for atoms 1 to 8: number 1, O, carries -0.519; number 2, C, carries 0.801; number 3, O, carries -0.304; number 4, C, carries -1.015; number 5, H, carries 0.295; number 6, H, carries 0.319; number 7, H, carries 0.292; number 8, C, carries -0.147

[2]
Entry from the OMol25 dataset: an isolated molecule of C6H11O2PS at a distorted geometry (wB97M-V/def2-TZVPD).

Results
Charge: 0
Electronic energy (Ha): -1125.08461
Maximum force (eV/Å): 4.1
SMILES: C[P@@H](OCCC=O)=C1CS1
Energy relative to the best compared isomer or geometry (same formula, charge and spin) (kcal/mol): 80.5
HOMO energy (Ha): -0.274
Orbital gap (eV): 7.940
Molecular weight (u): 178.19

Geometry (Å):
C: 0.0740 0.4025 2.2174
C: -0.6074 1.4291 3.0305
C: -1.4473 -0.5078 -2.3284
C: -0.9149 -1.8987 -1.9517
C: -0.5826 0.4101 -1.5594
C: 2.1546 -0.4468 0.7235
O: 0.2191 -2.0755 -1.7422
O: -0.4977 -0.0011 -0.1495
P: 0.7353 0.7212 0.6221
S: 1.0086 0.9718 3.6925
H: -0.9265 2.4694 2.9203
H: -1.3251 0.8372 3.7253
H: -1.3283 -0.2843 -3.4157
H: -2.4802 -0.5151 -1.9462
H: -1.7227 -2.6680 -1.8458
H: 1.2124 1.4344 -0.5499
H: 0.3899 0.2841 -2.0254
H: -1.1007 1.3663 -1.5919
H: 2.4546 -0.6137 -0.3835
H: 2.9347 0.0252 1.3489
H: 1.7500 -1.3405 1.2092

Atom charges from the Mulliken analysis, given in e for atoms 1 to 8: number 1, C, carries -0.337; number 2, C, carries -0.458; number 3, C, carries -0.723; number 4, C, carries 0.050; number 5, C, carries -0.585; number 6, C, carries -1.034; number 7, O, carries -0.397; number 8, O, carries -0.253

[3]
Entry from the OMol25 dataset: an isolated molecule of C6H11P at a distorted geometry (wB97M-V/def2-TZVPD).

Results
Charge: 0
Electronic energy (Ha): -576.45581
Maximum force (eV/Å): 6.2
SMILES: C[C@]1(P)C=CCC1
Energy relative to the best compared isomer or geometry (same formula, charge and spin) (kcal/mol): 38.8
HOMO energy (Ha): -0.322
Orbital gap (eV): 9.756
Molecular weight (u): 114.13

Geometry (Å):
C: -1.6716 1.1119 0.6552
C: -0.5953 1.0383 1.3825
C: -1.6342 0.5166 -0.7261
C: -0.3337 -0.3280 -0.7888
C: 0.5772 -0.0009 0.4431
C: 1.2776 -1.3015 0.8989
P: 2.0252 0.9725 -0.2398
H: -2.5187 1.6262 1.1005
H: -0.3719 1.4151 2.3007
H: -2.6034 -0.0072 -0.7793
H: -1.5884 1.4079 -1.3578
H: -0.7280 -1.4100 -0.7889
H: 0.1379 -0.3133 -1.6812
H: 1.4932 -1.9965 0.1416
H: 0.4984 -1.7951 1.4689
H: 2.1176 -0.9973 1.5593
H: 1.2598 2.0565 -0.9000
H: 2.2581 0.1278 -1.4458

Atom charges from the Mulliken analysis, given in e for atoms 1 to 8: number 1, C, carries -0.224; number 2, C, carries -0.864; number 3, C, carries -0.446; number 4, C, carries -1.233; number 5, C, carries 0.802; number 6, C, carries -1.559; number 7, P, carries -0.103; number 8, H, carries 0.382

[4]
Entry from the OMol25 dataset: an isolated molecule of C6H11P at a distorted geometry (wB97M-V/def2-TZVPD).

Results
Charge: 0
Electronic energy (Ha): -576.41432
Maximum force (eV/Å): 3.8
SMILES: C[C@@]12CC[C@]1(P)C2
Energy relative to the best compared isomer or geometry (same formula, charge and spin) (kcal/mol): 64.8
HOMO energy (Ha): -0.331
Orbital gap (eV): 10.020
Molecular weight (u): 114.13

Geometry (Å):
C: 1.1761 0.7083 -0.6861
C: -0.0846 1.5603 -0.3711
C: 0.2913 -0.0383 1.4843
C: 0.7021 -0.4845 0.1015
C: -0.6352 0.2201 0.3730
C: 0.8728 -1.9650 -0.3084
P: -2.7585 -0.3179 -0.0226
H: 1.2422 0.4879 -1.8266
H: 2.1994 1.2320 -0.5288
H: -0.1767 2.4933 0.3339
H: -0.6191 1.7897 -1.3421
H: 0.0230 -0.7343 2.2919
H: 0.8160 0.8673 1.9312
H: -0.1251 -2.3863 -0.6511
H: 1.2565 -2.6219 0.5307
H: 1.7839 -2.0058 -1.1657
H: -2.7814 0.5317 -1.0994
H: -3.1826 0.6633 0.9554

Atom charges from the Mulliken analysis, given in e for atoms 1 to 8: number 1, C, carries -0.685; number 2, C, carries -0.570; number 3, C, carries -0.630; number 4, C, carries 0.790; number 5, C, carries -0.219; number 6, C, carries -1.160; number 7, P, carries -0.006; number 8, H, carries 0.293

[5]
Entry from the OMol25 dataset: a cluster of 2 separate species, C6H11PS in total at a distorted geometry (wB97M-V/def2-TZVPD).

Results
Charge: 0
Electronic energy (Ha): -974.61493
Maximum force (eV/Å): 3.2
SMILES: C/C=C\P.C=CC=S
Energy relative to the best compared isomer or geometry (same formula, charge and spin) (kcal/mol): 78.2
HOMO energy (Ha): -0.313
Orbital gap (eV): 8.003
Molecular weight (u): 146.20

Geometry (Å):
C: -3.4291 0.6361 0.7727
C: 1.8287 0.2484 -1.3958
C: -2.3458 0.1798 0.0470
C: 2.1946 -0.9132 -0.6054
C: -2.0623 -1.2087 0.0318
C: 1.7523 -1.2454 0.6070
P: 0.7047 -0.0095 1.4583
S: -0.9701 -1.8570 -0.9289
H: -3.7434 1.7100 0.5991
H: -4.1739 -0.1349 1.2489
H: 1.5118 1.1004 -0.8969
H: 0.9763 -0.0741 -2.0712
H: -1.7523 0.8552 -0.6103
H: 2.8813 -1.4572 -1.1733
H: -2.7258 -1.8424 0.7485
H: 2.6903 0.6360 -1.9073
H: 2.2960 -2.0176 1.0361
H: 0.7511 -0.7359 2.6622
H: 1.8236 0.8260 1.5318

Atom charges from the Mulliken analysis, given in e for atoms 1 to 8: number 1, C, carries -0.748; number 2, C, carries -1.191; number 3, C, carries 0.272; number 4, C, carries 0.026; number 5, C, carries -0.316; number 6, C, carries -0.678; number 7, P, carries -0.124; number 8, S, carries -0.181

[6]
Entry from the OMol25 dataset: a cluster of 2 separate species, C6H11PS in total at a distorted geometry (wB97M-V/def2-TZVPD).

Results
Charge: 0
Electronic energy (Ha): -974.61050
Maximum force (eV/Å): 4.3
Energy relative to the best compared isomer or geometry (same formula, charge and spin) (kcal/mol): 81.0
HOMO energy (spin up / spin down) (Ha): -0.313 / -0.306
Orbital gap (spin up / spin down) (eV): 6.730 / 8.373
Molecular weight (u): 146.20

Geometry (Å):
C: -1.7130 -0.5122 -0.5607
C: -0.8950 0.5276 -0.6985
C: -1.1878 -1.8495 -0.1553
C: 0.3827 -1.9284 -0.2319
C: -1.4500 1.8766 -0.9876
C: 2.9556 1.7417 1.2000
P: 0.8475 -0.1028 -0.8845
S: 1.0274 -0.1138 -2.8755
H: -2.7290 -0.4054 -0.4243
H: -1.6513 -2.2179 0.7598
H: -1.5709 -2.4608 -1.0042
H: 0.8722 -1.8514 0.7185
H: 0.9464 -2.6226 -0.8308
H: -1.1707 2.4770 -0.1256
H: -2.4690 1.8432 -1.1719
H: -0.8286 2.2222 -1.8723
H: 3.2867 0.7170 1.1761
H: 3.6554 2.5878 1.4448
H: 1.9046 1.7728 1.3771

Atom charges from the Mulliken analysis, given in e for atoms 1 to 8: number 1, C, carries -0.681; number 2, C, carries 0.443; number 3, C, carries -0.515; number 4, C, carries -0.784; number 5, C, carries -1.038; number 6, C, carries -0.813; number 7, P, carries 0.240; number 8, S, carries -0.338